C41H47N11O3Pt as an isolated structure. Source: the OMol25 dataset; level of theory: wB97M-V/def2-TZVPD.

Properties
Relative energy (zero: lowest compared OMol25 entry of this formula, charge and spin): 0.0000 eV
HOMO level (alpha / beta): -11.57 / -11.93 eV
M: 936.98 g mol⁻¹
2S+1: 5
Net charge: +2
Kohn-Sham gap (alpha / beta): 0.22201 / 0.18776 hartree

Atoms and positions in Å:
Pt (-0.8174, -0.5938, -0.0936)
C (5.0778, 6.7180, 0.8925)
O (6.1158, 5.7593, 1.0900)
C (5.8379, 4.6373, 1.7598)
C (4.5838, 4.3396, 2.3112)
C (4.4050, 3.1533, 2.9928)
C (5.4727, 2.2628, 3.1449)
C (6.7367, 2.5885, 2.6302)
C (6.9111, 3.7501, 1.9259)
N (5.3898, 1.0907, 3.8890)
N (4.3431, 0.5530, 4.2535)
C (3.1661, 0.3276, 3.6601)
C (2.0830, 0.0400, 4.5397)
C (0.8174, -0.1635, 4.0935)
C (0.5214, -0.1580, 2.6940)
O (-0.6381, -0.2999, 2.2600)
C (1.6647, -0.0159, 1.7619)
N (1.3891, -0.1853, 0.4563)
C (2.3531, -0.1036, -0.4386)
C (3.6849, 0.1030, -0.0623)
C (3.9913, 0.2491, 1.2683)
C (2.9620, 0.2223, 2.2246)
H (5.5075, 7.5008, 0.2781)
H (4.7531, 7.1384, 1.8451)
H (4.2298, 6.2696, 0.3728)
H (3.7675, 5.0424, 2.2411)
H (3.4501, 2.9329, 3.4539)
H (7.5639, 1.9126, 2.8074)
H (7.8740, 4.0257, 1.5172)
H (2.3046, 0.0263, 5.5999)
H (0.0007, -0.3399, 4.7806)
H (2.0527, -0.2418, -1.4720)
H (4.4597, 0.1281, -0.8168)
H (5.0217, 0.3611, 1.5750)
O (-0.0829, -0.7442, -2.1587)
C (-0.3014, 0.1499, -3.1052)
C (-0.3733, -0.2883, -4.4431)
C (-0.5555, 0.5816, -5.4956)
C (-0.6857, 1.9532, -5.2693)
C (-0.6205, 2.4104, -3.9741)
C (-0.4227, 1.5438, -2.8850)
C (-0.3825, 2.1325, -1.5451)
N (-0.7772, 1.5960, -0.3997)
C (-0.6131, 2.5471, 0.5894)
C (-0.1266, 3.6840, 0.0358)
N (0.0160, 3.4063, -1.3065)
H (-0.2586, -1.3505, -4.6190)
H (-0.6017, 0.1968, -6.5071)
H (-0.8419, 2.6405, -6.0894)
H (-0.7552, 3.4720, -3.7926)
H (-0.8620, 2.3409, 1.6172)
H (0.1145, 4.6432, 0.4595)
H (0.3768, 4.0327, -2.0063)
C (-4.2649, 2.4295, -0.4713)
N (-4.0106, 1.0300, -0.8033)
C (-3.7786, 0.7623, -2.2227)
C (-3.8669, 0.0801, 0.1126)
N (-3.0231, -0.9616, -0.1751)
C (-3.4095, -2.2338, 0.0008)
C (-4.7652, -2.6548, 0.1114)
C (-5.0720, -3.9788, 0.1582)
C (-4.0454, -4.9641, 0.1005)
C (-2.7380, -4.6009, -0.0198)
C (-2.3747, -3.2322, -0.0694)
N (-1.0967, -2.8052, -0.1429)
C (-0.1847, -3.5371, -0.8335)
N (-0.4839, -4.0640, -2.0275)
C (-1.5630, -3.5267, -2.8507)
C (0.1250, -5.2992, -2.5178)
N (1.0247, -3.7224, -0.2986)
C (1.1930, -3.6411, 1.1497)
C (2.2430, -3.7503, -1.1050)
N (-4.4359, 0.1928, 1.3209)
C (-5.7781, 0.7517, 1.5052)
C (-3.9198, -0.5354, 2.4798)
H (-3.5797, 3.0357, -1.0640)
H (-4.0664, 2.6073, 0.5815)
H (-5.2842, 2.7321, -0.7094)
H (-2.9422, 1.3567, -2.5836)
H (-4.6735, 1.0291, -2.7864)
H (-3.5560, -0.2874, -2.3785)
H (-5.5542, -1.9128, 0.1225)
H (-6.1066, -4.2890, 0.2291)
H (-4.3088, -6.0119, 0.1594)
H (-1.9592, -5.3534, -0.0482)
H (-1.7762, -2.5049, -2.5524)
H (-2.4608, -4.1455, -2.7815)
H (-1.2282, -3.5164, -3.8869)
H (0.7081, -5.7709, -1.7328)
H (0.7632, -5.1206, -3.3841)
H (-0.6748, -5.9786, -2.8154)
H (0.3515, -4.1065, 1.6561)
H (1.2777, -2.6094, 1.4855)
H (2.1008, -4.1783, 1.4174)
H (2.0155, -3.4732, -2.1295)
H (2.7202, -4.7304, -1.0831)
H (2.9394, -3.0153, -0.6987)
H (-6.2084, 1.0543, 0.5583)
H (-5.7611, 1.6037, 2.1849)
H (-6.4134, -0.0223, 1.9395)
H (-2.8568, -0.7317, 2.3668)
H (-4.4623, -1.4712, 2.6329)
H (-4.0615, 0.0934, 3.3580)



C41H48As2F3O8PtSbSeSi as an isolated structure in a non-equilibrium geometry. Source: the OMol25 dataset; level of theory: wB97M-V/def2-TZVPD.

Properties
Relative energy (zero: lowest compared OMol25 entry of this formula, charge and spin): 1.8982 eV
HOMO level (alpha / beta): -7.70 / -7.70 eV
M: 1299.55 g mol⁻¹
2S+1: 1
Kohn-Sham gap (alpha / beta): 0.20150 / 0.20155 hartree

Atoms and positions in Å:
Pt (0.8544, -1.4507, -0.1861)
C (-3.6537, -0.4223, 2.3313)
C (-3.4859, -1.5880, 1.3448)
C (-3.9511, -2.8950, 1.9954)
C (-4.3097, -1.3169, 0.0760)
C (-2.0709, -1.6663, 0.9483)
C (-0.9172, -1.6678, 0.5843)
H (-4.7134, -0.2597, 2.5449)
H (-3.2294, 0.4906, 1.9119)
H (-3.1379, -0.6441, 3.2687)
H (-4.9852, -2.7899, 2.3313)
H (-3.3286, -3.1463, 2.8559)
H (-3.8994, -3.7189, 1.2832)
H (-5.3663, -1.1909, 0.3263)
H (-4.2097, -2.1518, -0.6179)
H (-3.9538, -0.4172, -0.4251)
C (3.9147, -0.9380, -1.6667)
O (2.8977, -0.6141, -0.7028)
C (3.1168, -1.0641, 0.6009)
O (4.1300, -1.6190, 0.9106)
C (1.9857, -0.6325, 1.4805)
C (1.7884, -1.3672, 2.6440)
As (1.0202, -0.7698, 4.3195)
C (-0.5148, -2.0044, 4.3410)
C (0.0841, 0.8255, 3.6639)
C (0.4324, 1.6289, 2.6587)
As (2.0124, 1.3310, 1.4947)
C (3.3517, 1.4990, 2.9532)
C (-0.3838, 2.8099, 2.2298)
O (-1.1745, 2.7160, 1.3290)
O (-0.1763, 4.0078, 2.7839)
C (0.8386, 4.2010, 3.7695)
C (-1.0063, 1.1810, 4.6177)
O (-1.0486, 0.7214, 5.7357)
O (-1.8881, 2.0539, 4.1495)
C (-2.9459, 2.4390, 5.0310)
C (2.1370, -2.8060, 2.6445)
O (2.2458, -3.5222, 1.6881)
O (2.3282, -3.2511, 3.8938)
C (2.6825, -4.6306, 4.0146)
H (4.5723, -0.0769, -1.7763)
H (3.4070, -1.1430, -2.6062)
H (4.4847, -1.8011, -1.3364)
H (-0.1660, -2.9824, 4.6637)
H (-0.9499, -2.0735, 3.3445)
H (-1.2435, -1.6379, 5.0584)
H (3.0130, 1.0667, 3.8928)
H (3.6046, 2.5467, 3.1121)
H (4.2508, 0.9737, 2.6268)
H (0.5064, 5.0275, 4.3913)
H (1.7793, 4.4667, 3.2825)
H (0.9922, 3.3172, 4.3878)
H (-3.5625, 3.1296, 4.4648)
H (-2.5455, 2.9211, 5.9220)
H (-3.5233, 1.5646, 5.3279)
H (2.7872, -4.8154, 5.0792)
H (3.6212, -4.8302, 3.4998)
H (1.9036, -5.2624, 3.5881)
F (1.9267, 7.5101, -2.4853)
C (1.4840, 6.2500, -2.2987)
C (1.7520, 5.6173, -1.1038)
C (1.2925, 4.3178, -0.9280)
C (0.5868, 3.6494, -1.9199)
C (0.3332, 4.3303, -3.1086)
C (0.7745, 5.6297, -3.3074)
Sb (-0.0983, 1.5851, -1.6957)
C (-2.0224, 2.0272, -2.5955)
C (-3.1083, 2.2045, -1.7406)
C (-4.3667, 2.5133, -2.2362)
C (-4.5245, 2.6449, -3.6007)
F (-5.7443, 2.9422, -4.0916)
C (-3.4723, 2.4807, -4.4786)
C (-2.2205, 2.1686, -3.9658)
C (0.8854, 1.0565, -3.5614)
C (2.1534, 1.5575, -3.8421)
C (2.8309, 1.1917, -4.9977)
C (2.2186, 0.3133, -5.8690)
F (2.8658, -0.0401, -6.9987)
C (0.9666, -0.2133, -5.6221)
C (0.3098, 0.1595, -4.4583)
H (2.3110, 6.1349, -0.3348)
H (1.4998, 3.8329, 0.0131)
H (-0.2248, 3.8455, -3.8989)
H (0.5771, 6.1625, -4.2284)
H (-2.9609, 2.1152, -0.6723)
H (-5.2181, 2.6508, -1.5824)
H (-3.6377, 2.5961, -5.5418)
H (-1.3997, 2.0300, -4.6571)
H (2.6231, 2.2516, -3.1530)
H (3.8134, 1.5808, -5.2322)
H (0.5244, -0.9028, -6.3293)
H (-0.6645, -0.2650, -4.2487)
C (-0.0426, -5.2325, -0.4369)
Si (0.8719, -4.6210, -1.9597)
C (2.7536, -4.6826, -1.8104)
C (0.3053, -5.5225, -3.5171)
Se (0.3452, -2.3869, -2.3599)
H (0.0659, -6.3136, -0.3130)
H (-1.1044, -4.9941, -0.5118)
H (0.3545, -4.7401, 0.4473)
H (3.1308, -5.7088, -1.8021)
H (3.0685, -4.1957, -0.8844)
H (3.2098, -4.1594, -2.6517)
H (0.5430, -6.5871, -3.4544)
H (0.8025, -5.1169, -4.3998)
H (-0.7715, -5.4186, -3.6552)



C41H48BiI2N5OSb as an isolated structure in a non-equilibrium geometry. Source: the OMol25 dataset; level of theory: wB97M-V/def2-TZVPD.

Properties
Relative energy (zero: lowest compared OMol25 entry of this formula, charge and spin): 0.0000 eV
HOMO level: -9.42 eV
M: 1211.42 g mol⁻¹
2S+1: 1
Net charge: +1
Kohn-Sham gap: 0.19516 hartree

Atoms and positions in Å:
Bi (12.7063, 12.5824, 10.4478)
I (19.4379, 15.3222, 12.1052)
C (17.8416, 14.5110, 11.0455)
C (17.9826, 13.3161, 10.3112)
C (16.9301, 12.8044, 9.5870)
I (17.1086, 11.0027, 8.5443)
C (15.6705, 13.5221, 9.5523)
O (14.6066, 13.0256, 8.9918)
C (15.5901, 14.7874, 10.2420)
C (14.3054, 15.6206, 10.0622)
N (13.2020, 15.1516, 10.9539)
C (11.9463, 15.8636, 10.6916)
C (11.2786, 15.4931, 9.3801)
C (10.1873, 16.3129, 8.9881)
C (9.6033, 16.0344, 7.7586)
C (10.1296, 14.9992, 6.9498)
C (11.2237, 14.2900, 7.4314)
N (11.7399, 14.4701, 8.6672)
C (16.6439, 15.2234, 11.0214)
H (18.9321, 12.7832, 10.3436)
H (13.9770, 15.5297, 9.0321)
H (14.5492, 16.6847, 10.2734)
H (13.5040, 15.3241, 11.9238)
H (12.1181, 16.9582, 10.6961)
H (11.2415, 15.6561, 11.5269)
H (9.8424, 17.1122, 9.6354)
H (8.7761, 16.6384, 7.3788)
H (9.6924, 14.7725, 5.9801)
H (11.7300, 13.5588, 6.8250)
H (16.5695, 16.1267, 11.6408)
N (15.2650, 5.5288, 18.0692)
C (15.0598, 6.3376, 17.2454)
C (14.7938, 7.3069, 16.2428)
C (13.5300, 7.8994, 16.1348)
C (13.2783, 8.8912, 15.2118)
C (14.2488, 9.2448, 14.2214)
C (15.5180, 8.6498, 14.3538)
C (15.7928, 7.7170, 15.3506)
C (13.9724, 10.2219, 13.1244)
C (13.4652, 11.5238, 13.6075)
C (13.4359, 11.9591, 14.9704)
C (12.7867, 13.1909, 15.0177)
C (12.3757, 13.4792, 13.7178)
N (12.7524, 12.5003, 12.8304)
C (14.2367, 9.8019, 11.7479)
C (14.8196, 8.5535, 11.3270)
C (14.7762, 8.5255, 9.9181)
C (14.1756, 9.7147, 9.5187)
N (13.8083, 10.4913, 10.5829)
H (12.7498, 7.5466, 16.8006)
H (12.3161, 9.3809, 15.2011)
H (16.3094, 8.9703, 13.6900)
H (16.7952, 7.3076, 15.4554)
H (13.8926, 11.4272, 15.7876)
H (12.6511, 13.8368, 15.8865)
H (11.7245, 14.3000, 13.4521)
H (15.1833, 7.7944, 11.9890)
H (15.1489, 7.7339, 9.2761)
H (13.9952, 10.0321, 8.5060)
C (10.2818, 9.1850, 12.8885)
C (9.9651, 8.6810, 11.4933)
C (8.5986, 8.0117, 11.3751)
C (11.0665, 7.8519, 10.8733)
Sb (10.0706, 10.7185, 10.2268)
C (9.6589, 10.1540, 8.0194)
C (8.9356, 11.3660, 7.4355)
C (11.0422, 9.9183, 7.4118)
C (8.7876, 8.9136, 8.0243)
C (8.4365, 12.0958, 11.1875)
C (8.0512, 13.0873, 10.1042)
C (7.2889, 11.1770, 11.5561)
C (9.1087, 12.7762, 12.3731)
H (10.2519, 8.3181, 13.6045)
H (9.5278, 9.9010, 13.2392)
H (11.2763, 9.6402, 12.9318)
H (8.6441, 7.0089, 11.8342)
H (8.3058, 7.8671, 10.3441)
H (7.8104, 8.5744, 11.8723)
H (11.1437, 6.9138, 11.4558)
H (12.0426, 8.3325, 10.9612)
H (10.8273, 7.5607, 9.8320)
H (9.3986, 12.3159, 7.6792)
H (7.8920, 11.3838, 7.7783)
H (8.9211, 11.2658, 6.3451)
H (11.6386, 10.8401, 7.3496)
H (10.9035, 9.5471, 6.3779)
H (11.6018, 9.1624, 7.9585)
H (7.7890, 9.0866, 8.4476)
H (9.2952, 8.0972, 8.5352)
H (8.6651, 8.5780, 6.9817)
H (7.3991, 12.6377, 9.3730)
H (8.8982, 13.5424, 9.5857)
H (7.5061, 13.9153, 10.5952)
H (6.9010, 10.6805, 10.6666)
H (6.4727, 11.7619, 12.0020)
H (7.5555, 10.4516, 12.3236)
H (9.9064, 13.4130, 12.0262)
H (9.5109, 12.0558, 13.1053)
H (8.3412, 13.3653, 12.9017)



C41H48N4O2PRuSi2 as an isolated structure in a non-equilibrium geometry. Source: the OMol25 dataset; level of theory: wB97M-V/def2-TZVPD.

Properties
HOMO level (alpha / beta): -11.29 / -11.29 eV
M: 817.08 g mol⁻¹
2S+1: 1
Net charge: +1
Kohn-Sham gap (alpha / beta): 0.26809 / 0.26810 hartree

Atoms and positions in Å:
Ru (0.5140, 0.0013, 0.4171)
O (-2.7633, -1.9393, -1.1008)
C (-1.7679, -1.9854, -0.4099)
O (-1.2543, -0.9589, 0.1923)
C (-1.0812, -3.3089, -0.1646)
C (-1.8242, -4.4544, -0.4517)
C (-1.2836, -5.7164, -0.3005)
C (0.0370, -5.8572, 0.1159)
C (0.7853, -4.7322, 0.4011)
C (0.2340, -3.4489, 0.2843)
P (1.4003, -2.1095, 0.7133)
C (2.7437, -2.4421, -0.4594)
C (2.4255, -2.3001, -1.8131)
C (3.3863, -2.5290, -2.7830)
C (4.6736, -2.9055, -2.4130)
C (4.9875, -3.0726, -1.0739)
C (4.0273, -2.8398, -0.0948)
C (1.8789, -2.5661, 2.4141)
C (0.8861, -3.1909, 3.1737)
C (1.1023, -3.4992, 4.5099)
C (2.3109, -3.1846, 5.1104)
C (3.3067, -2.5628, 4.3686)
C (3.0935, -2.2458, 3.0357)
H (-2.8390, -4.3157, -0.7984)
H (-1.8823, -6.5919, -0.5176)
H (0.4818, -6.8392, 0.2136)
H (1.8153, -4.8515, 0.7207)
H (1.4167, -2.0382, -2.1104)
H (3.1276, -2.4268, -3.8292)
H (5.4248, -3.0855, -3.1710)
H (5.9783, -3.3968, -0.7832)
H (4.2859, -3.0071, 0.9411)
H (-0.0616, -3.4455, 2.7184)
H (0.3229, -3.9921, 5.0773)
H (2.4788, -3.4244, 6.1528)
H (4.2578, -2.3222, 4.8259)
H (3.8898, -1.7545, 2.5042)
C (-0.1990, 3.4484, -1.5947)
Si (-0.8613, 1.7715, -2.0649)
C (-2.5429, 1.5694, -1.3200)
C (-0.8789, 1.6482, -3.9111)
C (0.2486, 0.3072, -1.5395)
H (-0.6537, 4.1831, -2.2668)
H (0.8838, 3.5545, -1.7048)
H (-0.4796, 3.7285, -0.5759)
H (-3.0181, 2.5458, -1.1832)
H (-2.4926, 1.0702, -0.3548)
H (-3.1920, 0.9548, -1.9486)
H (-1.4514, 2.4719, -4.3458)
H (-1.3354, 0.7107, -4.2382)
H (0.1357, 1.6921, -4.3166)
H (1.2487, 0.2856, -1.9758)
H (-0.3279, -0.5603, -1.8791)
C (2.0071, 2.6394, 1.1093)
N (2.2844, 1.2536, 0.5915)
C (3.2388, 0.6125, 1.5387)
N (4.4538, 1.3693, 1.7395)
C (4.0867, 2.6995, 2.2475)
N (3.2214, 3.4059, 1.2978)
C (3.9162, 3.5174, 0.0119)
N (4.2576, 2.1937, -0.5246)
C (3.0452, 1.4222, -0.6991)
C (5.1247, 1.5216, 0.4441)
H (1.4890, 2.5457, 2.0553)
H (1.3686, 3.1402, 0.3862)
H (3.4910, -0.3493, 1.1061)
H (2.7329, 0.4797, 2.4928)
H (4.9914, 3.2829, 2.4145)
H (3.5568, 2.5836, 3.1954)
H (4.8334, 4.0886, 0.1509)
H (3.2776, 4.0430, -0.6990)
H (3.2904, 0.4268, -1.0766)
H (2.3962, 1.9288, -1.4095)
H (6.0312, 2.1104, 0.5797)
H (5.3974, 0.5357, 0.0618)
C (-4.4480, -2.0254, 3.6616)
C (-4.6737, -0.9938, 2.7617)
C (-3.6100, -0.2273, 2.3042)
C (-2.3086, -0.4777, 2.7483)
C (-2.0985, -1.5202, 3.6547)
C (-3.1585, -2.2914, 4.1068)
Si (-0.9770, 0.6532, 2.2019)
C (0.0945, 1.1957, 3.6164)
C (0.8992, 0.3276, 4.3675)
C (1.6048, 0.7885, 5.4703)
C (1.5164, 2.1247, 5.8428)
C (0.7218, 2.9990, 5.1139)
C (0.0185, 2.5407, 4.0066)
H (-5.2784, -2.6200, 4.0216)
H (-5.6774, -0.7859, 2.4133)
H (-3.7984, 0.5707, 1.5936)
H (-1.1047, -1.7246, 4.0319)
H (-2.9841, -3.0922, 4.8151)
H (-1.5883, 1.8476, 1.5783)
H (0.9783, -0.7195, 4.1011)
H (2.2183, 0.1034, 6.0422)
H (2.0608, 2.4831, 6.7076)
H (0.6474, 4.0386, 5.4068)
H (-0.5995, 3.2352, 3.4468)